[1]
Computed, not measured: C43H42AsN4O3ReSi as an isolated structure in a non-equilibrium geometry, with ωB97M-V with the def2-TZVPD basis set.

The geometry in XYZ format:
```
95
C43H42AsN4O3ReSi | OMol25 | ωB97M-V with the def2-TZVPD basis set
Re -0.3767 -0.1898 0.0617
O 1.4756 -0.9570 0.1175
C 2.5745 -0.3037 0.4591
C 3.7833 -1.0161 0.4624
C 4.9932 -0.4087 0.7043
C 5.0496 0.9603 0.9703
C 3.8793 1.6721 1.0281
C 2.6214 1.0811 0.7907
C 1.4864 1.9418 0.9057
N 0.2395 1.6080 0.7527
N -0.6847 2.6238 0.8891
C -1.8340 2.2484 0.4170
O -2.0018 1.0546 -0.1184
C -2.9920 3.1452 0.5091
C -2.8278 4.5109 0.7337
C -3.9371 5.3186 0.9091
C -5.2124 4.7691 0.8677
C -5.3796 3.4156 0.6115
C -4.2737 2.6034 0.4293
H 3.7245 -2.0782 0.2741
H 5.9008 -0.9982 0.6925
H 5.9989 1.4442 1.1516
H 3.9091 2.7327 1.2488
H 1.6731 2.9848 1.1436
H -1.8294 4.9234 0.7784
H -3.8084 6.3787 1.0825
H -6.0783 5.3935 1.0443
H -6.3740 2.9931 0.5590
H -4.3818 1.5410 0.2553
C 0.1107 0.8531 5.7325
N 0.7257 -0.2723 5.0353
C 1.3510 -1.2991 5.8559
C 0.4170 -0.4940 3.7819
N 0.1611 -0.6638 2.6670
H 0.8499 1.3003 6.3969
H -0.7482 0.5288 6.3252
H -0.2184 1.5983 5.0118
H 2.1006 -0.8308 6.4940
H 1.8370 -2.0403 5.2269
H 0.6177 -1.7952 6.4968
C -1.4999 -3.1824 1.4623
Si -2.3116 -1.5622 0.8855
C -3.5602 -1.7956 -0.5223
C -3.2381 -0.7669 2.3322
C -4.3894 -1.4106 2.7924
C -5.1143 -0.9061 3.8620
C -4.6950 0.2527 4.4992
C -3.5509 0.9027 4.0595
C -2.8389 0.4015 2.9796
H -1.8673 -3.4638 2.4501
H -0.4157 -3.0843 1.5224
H -1.7276 -3.9904 0.7640
H -3.1175 -2.3238 -1.3662
H -3.9037 -0.8213 -0.8731
H -4.4274 -2.3638 -0.1800
H -4.7208 -2.3262 2.3134
H -6.0018 -1.4250 4.2015
H -5.2533 0.6408 5.3412
H -3.2169 1.8063 4.5556
H -1.9521 0.9238 2.6402
O -0.6429 -1.8015 -1.2817
As 0.6729 -2.4211 -2.1352
C 1.9491 -1.0756 -2.6772
C 1.4106 0.1678 -2.9934
C 2.2451 1.1907 -3.4132
C 3.6127 0.9695 -3.5090
C 4.1411 -0.2754 -3.2079
C 3.3104 -1.3090 -2.7978
C 1.2758 -4.1037 -1.4035
C 2.5665 -4.4144 -1.0043
C 2.8659 -5.7077 -0.6010
C 1.8809 -6.6827 -0.5993
C 0.5844 -6.3676 -0.9855
C 0.2809 -5.0798 -1.3909
C -0.1201 -2.9497 -3.8092
C 0.4962 -3.9182 -4.5944
C -0.0464 -4.2486 -5.8255
C -1.1917 -3.6020 -6.2700
C -1.8013 -2.6308 -5.4887
C -1.2652 -2.3000 -4.2538
H 0.3409 0.3359 -2.9137
H 1.8266 2.1550 -3.6685
H 4.2670 1.7726 -3.8202
H 5.2051 -0.4545 -3.2871
H 3.7243 -2.2862 -2.5881
H 3.3426 -3.6634 -1.0060
H 3.8770 -5.9504 -0.3032
H 2.1277 -7.6928 -0.3014
H -0.1849 -7.1278 -0.9823
H -0.7250 -4.8243 -1.7053
H 1.3879 -4.4155 -4.2289
H 0.4253 -5.0079 -6.4344
H -1.6134 -3.8586 -7.2327
H -2.6904 -2.1296 -5.8469
H -1.7283 -1.5454 -3.6290
```

**ΔE to the lowest compared entry with this formula, charge and spin**: 35.9 kcal per mole
**Spin multiplicity**: 2
**Charge**: +1
**Highest occupied orbital energy (alpha / beta)**: -10.22 / -10.12 eV
**Expectation value of S²**: 0.77

---

[2]
Computed, not measured: C32H47Cl3FeN3O3SSi as an isolated structure in a non-equilibrium geometry, with ωB97M-V with the def2-TZVPD basis set.

The geometry in XYZ format:
```
91
C32H47Cl3FeN3O3SSi | OMol25 | ωB97M-V with the def2-TZVPD basis set
C -1.6969 -2.1293 -4.2972
C -1.1504 -2.8704 -3.1079
H -1.7784 -2.7837 -5.1809
H -1.0626 -1.2630 -4.5612
H -2.7131 -1.7483 -4.0771
C -0.6128 -4.1016 -3.1795
C -0.3191 -4.8170 -4.4453
H -0.4929 -4.6844 -2.2738
H -0.0588 -4.1367 -5.2593
H -1.1639 -5.4276 -4.7829
H 0.5243 -5.4974 -4.3064
Fe -0.0863 0.6671 -0.6800
Cl -2.1041 1.5485 -0.1926
Cl 1.6323 2.0293 -1.0522
H 0.7993 5.4639 3.4123
H -1.7981 6.3735 2.1398
C 1.0249 5.6073 2.3400
C -1.1393 6.2559 1.2633
N -0.1060 5.2567 1.4963
H 1.8853 4.9823 2.0685
C -0.3148 3.9412 1.2460
O 0.4670 3.0622 1.6017
H -1.7438 5.9394 0.4043
H -1.2418 3.7372 0.6774
H 1.2633 6.6636 2.1817
H -0.6652 7.2210 1.0517
H 1.7247 -1.2180 -3.3230
H 2.0697 -3.8094 -2.7324
C 2.5995 -1.0006 -2.6984
C 3.0058 -3.4066 -2.3182
N 2.7819 -2.0796 -1.7488
H 2.4341 -0.0616 -2.1530
C 3.2205 -1.8007 -0.4679
O 3.2446 -0.6896 0.0505
H 3.3712 -4.0810 -1.5352
H 3.5481 -2.7183 0.0702
H 3.4820 -0.8964 -3.3506
H 3.7421 -3.3697 -3.1360
O -0.3761 -1.0732 -1.7853
C -1.2775 -2.1081 -1.7918
C 0.1741 -3.4635 -0.2150
C -1.0952 -2.9883 -0.5514
H 1.0464 -3.0895 -0.7642
C 0.2917 -4.4641 0.7557
H -2.3191 -1.7206 -1.7719
C -2.2269 -3.4100 0.1474
H 1.2761 -4.8683 0.9907
C -0.8521 -4.9514 1.3947
C -2.1075 -4.4175 1.1008
H -3.1884 -2.9672 -0.1220
H -0.7679 -5.7379 2.1428
H -3.0060 -4.7754 1.6012
Si -0.5047 3.2425 -3.7592
Cl -0.4598 1.1445 -3.3475
C 1.2760 3.7318 -4.0336
C -1.4814 4.1320 -2.4402
C -1.3767 3.5016 -5.4019
H 1.9801 2.9290 -3.7705
H 1.5289 4.6406 -3.4745
H 1.3544 3.9703 -5.1037
H -0.7068 3.1807 -6.2098
H -1.6272 4.5647 -5.5428
H -2.2906 2.9023 -5.4565
H -1.6298 3.5397 -1.5243
H -2.4870 4.3293 -2.8332
H -1.0336 5.0990 -2.1637
N 0.0273 -0.1823 1.1471
S 0.8588 0.1126 2.4865
C -0.0322 1.2130 3.5902
C -1.4082 1.3728 3.5133
C -2.0381 2.2701 4.3840
C -1.2847 3.0313 5.2802
C 0.1009 2.8640 5.3490
C 0.7269 1.9403 4.5164
C 0.7301 -1.3757 3.4946
C 1.8394 -1.7013 4.2897
C 1.7557 -2.7570 5.1978
C 0.5754 -3.5063 5.2690
C -0.5209 -3.1973 4.4578
C -0.4484 -2.1122 3.5765
H -0.3441 -1.1314 1.1915
H -1.9646 0.8173 2.7549
H -3.1234 2.3729 4.3384
H -1.7732 3.7750 5.9142
H 0.7053 3.4552 6.0371
H 1.8067 1.7796 4.5527
H 2.7478 -1.1043 4.1862
H 2.6102 -2.9934 5.8357
H 0.5055 -4.3406 5.9679
H -1.4349 -3.7929 4.5003
H -1.3026 -1.8412 2.9545
```

**Spin multiplicity**: 6
**Highest occupied orbital energy (alpha / beta)**: -8.35 / -8.23 eV
**Expectation value of S²**: 8.76

---

[3]
Computed, not measured: a 2-piece molecular cluster, C2H3Cl2N2 overall in a non-equilibrium geometry, with ωB97M-V with the def2-TZVPD basis set.

The geometry in XYZ format:
```
9
C2H3Cl2N2 | OMol25 | ωB97M-V with the def2-TZVPD basis set
C -0.2762 -0.3468 -0.5320
C -0.1887 0.1836 0.5355
N -0.1911 -0.7445 -2.5847
N -0.1259 0.6870 1.8615
Cl 0.0246 -2.3921 -2.7077
Cl 1.0893 0.1731 -3.1253
H -0.4523 -0.0275 2.5266
H -0.7253 1.5230 1.9406
H 0.8456 0.9443 2.0853
```

**ΔE to the lowest compared entry with this formula, charge and spin**: 109.9 kcal per mole
**Charge**: +1
**Highest occupied orbital energy (alpha / beta)**: -14.04 / -14.04 eV

---

[4]
Computed, not measured: C34H50ClInN3O9S as an isolated structure, with ωB97M-V with the def2-TZVPD basis set.

The geometry in XYZ format:
```
99
C34H50ClInN3O9S | OMol25 | ωB97M-V with the def2-TZVPD basis set
C 4.0602 4.5367 2.3140
C 2.8784 3.6190 2.0116
C 2.9517 2.9686 0.6298
C 1.6085 2.5010 0.0578
C 0.7002 1.7868 1.0663
C -0.1313 0.6319 0.4919
C -0.7339 0.8507 -0.8951
C -1.0261 -0.4809 -1.5933
C -2.1036 -1.3339 -0.9138
C -1.6409 -2.3427 0.1261
C -0.5017 -3.2755 -0.3230
C 0.5964 -3.4040 0.7280
C 1.9451 -3.9063 0.1592
In 3.4742 -2.3102 0.1826
Cl 2.6452 -0.5313 -1.3195
C 5.5073 -2.9717 -0.4548
C 6.6167 -1.9015 -0.5111
C 6.1214 -0.5221 -0.9292
S 7.4002 0.7074 -0.9882
O 7.1260 1.7035 -1.9815
O 7.7018 1.1631 0.3373
O 8.6232 -0.1742 -1.5114
H 4.9345 3.9553 2.6042
H 3.8254 5.1819 3.1643
H 4.3067 5.1856 1.4749
H 2.8847 2.8218 2.7578
H 1.9269 4.1373 2.1545
H 3.4282 3.6480 -0.0818
H 3.6067 2.0937 0.6866
H 1.0851 3.3911 -0.3118
H 1.7981 1.8734 -0.8121
H 1.3305 1.3635 1.8529
H 0.0480 2.5078 1.5621
H 0.4651 -0.2826 0.4920
H -0.9669 0.4608 1.1786
H -0.0589 1.3939 -1.5508
H -1.6887 1.3725 -0.8363
H -1.3710 -0.2792 -2.6050
H -0.0746 -1.0111 -1.6860
H -2.6740 -1.8676 -1.6790
H -2.8108 -0.6494 -0.4327
H -1.3258 -1.8418 1.0444
H -2.5038 -2.9507 0.4099
H -0.9205 -4.2756 -0.4691
H -0.0563 -2.9516 -1.2630
H 0.7405 -2.4437 1.2314
H 0.2819 -4.0998 1.5112
H 2.3120 -4.7407 0.7597
H 1.7939 -4.2622 -0.8621
H 3.6054 -1.5744 1.8004
H 5.4635 -3.4831 -1.4176
H 5.8150 -3.7208 0.2785
H 7.1417 -1.8275 0.4420
H 7.3667 -2.2058 -1.2445
H 5.4311 -0.0806 -0.2103
H 5.6420 -0.5219 -1.9055
H 9.3536 0.4347 -1.6665
C 0.2393 5.8666 -6.3882
C -0.9764 5.2281 -6.1817
C -1.0235 4.0289 -5.4889
C 0.1570 3.4927 -5.0136
C 1.3780 4.1081 -5.2083
C 1.4138 5.3061 -5.9041
N 0.1141 2.2242 -4.2614
O -0.9680 1.6946 -4.1168
O 1.1613 1.7988 -3.8301
H 0.2712 6.8053 -6.9258
H -1.8912 5.6655 -6.5578
H -1.9599 3.5196 -5.3171
H 2.2811 3.6600 -4.8213
H 2.3606 5.8031 -6.0648
C -7.4805 -0.1420 2.6623
C -6.3857 0.6083 3.0686
C -5.5002 1.1135 2.1286
C -5.7410 0.8649 0.7902
C -6.8334 0.1338 0.3634
C -7.7025 -0.3783 1.3127
N -4.7824 1.3664 -0.2116
O -3.7901 1.9332 0.1951
O -5.0244 1.1494 -1.3807
H -8.1505 -0.5608 3.4006
H -6.2072 0.7812 4.1209
H -4.6305 1.6777 2.4296
H -6.9844 -0.0542 -0.6888
H -8.5457 -0.9778 0.9990
C -1.8069 -5.0821 3.7941
C -2.2966 -4.5967 4.9990
C -3.5221 -3.9543 5.0428
C -4.2385 -3.8159 3.8686
C -3.7707 -4.2904 2.6581
C -2.5413 -4.9268 2.6265
N -5.5359 -3.1252 3.9098
O -5.9011 -2.6701 4.9765
O -6.1667 -3.0262 2.8777
H -0.8451 -5.5758 3.7628
H -1.7193 -4.7114 5.9059
H -3.9110 -3.5623 5.9702
H -4.3473 -4.1533 1.7561
H -2.1514 -5.2919 1.6872
```

**Charge**: -1
**Highest occupied orbital energy**: -5.01 eV

---

[5]
Computed, not measured: CrN6O18 as an isolated structure in a non-equilibrium geometry, with ωB97M-V with the def2-TZVPD basis set.

The geometry in XYZ format:
```
25
CrN6O18 | OMol25 | ωB97M-V with the def2-TZVPD basis set
Cr 0.1052 -0.7214 -0.2374
N -2.0744 0.9447 -1.9581
O -1.2531 -0.0253 -1.7279
O -3.1215 1.0661 -1.3206
O -1.6877 1.8814 -2.6653
N 1.0628 -2.6555 -1.8783
O 1.5334 -3.6628 -2.3902
O -0.0628 -2.5571 -1.3352
O 1.7237 -1.6219 -1.6875
N -0.7090 1.6363 2.2729
O -0.4155 1.1228 1.1378
O -1.9012 1.6796 2.6055
O 0.2069 2.1396 2.9249
N 2.7349 -0.4014 1.7141
O 3.4212 -1.1841 2.4176
O 2.9464 0.7992 1.7611
O 1.7314 -0.8712 1.0969
N 1.6709 2.1193 -1.3507
O 1.2470 2.6418 -2.3948
O 2.4252 2.7237 -0.5702
O 1.2376 0.9923 -0.9784
N -2.7306 -1.4988 1.1287
O -3.1267 -2.6512 1.4023
O -1.4876 -1.3530 0.8773
O -3.4763 -0.5433 1.1556
```

**ΔE to the lowest compared entry with this formula, charge and spin**: 32.2 kcal per mole
**Spin multiplicity**: 4
**Charge**: -3
**Highest occupied orbital energy (alpha / beta)**: -0.01 / 0.01 eV
**Expectation value of S²**: 3.78

---

Please write out number 5 again, unchanged.
Computed, not measured: CrN6O18 as an isolated structure in a non-equilibrium geometry, with ωB97M-V with the def2-TZVPD basis set.

The geometry in XYZ format:
```
25
CrN6O18 | OMol25 | ωB97M-V with the def2-TZVPD basis set
Cr 0.1052 -0.7214 -0.2374
N -2.0744 0.9447 -1.9581
O -1.2531 -0.0253 -1.7279
O -3.1215 1.0661 -1.3206
O -1.6877 1.8814 -2.6653
N 1.0628 -2.6555 -1.8783
O 1.5334 -3.6628 -2.3902
O -0.0628 -2.5571 -1.3352
O 1.7237 -1.6219 -1.6875
N -0.7090 1.6363 2.2729
O -0.4155 1.1228 1.1378
O -1.9012 1.6796 2.6055
O 0.2069 2.1396 2.9249
N 2.7349 -0.4014 1.7141
O 3.4212 -1.1841 2.4176
O 2.9464 0.7992 1.7611
O 1.7314 -0.8712 1.0969
N 1.6709 2.1193 -1.3507
O 1.2470 2.6418 -2.3948
O 2.4252 2.7237 -0.5702
O 1.2376 0.9923 -0.9784
N -2.7306 -1.4988 1.1287
O -3.1267 -2.6512 1.4023
O -1.4876 -1.3530 0.8773
O -3.4763 -0.5433 1.1556
```

**ΔE to the lowest compared entry with this formula, charge and spin**: 32.2 kcal per mole
**Spin multiplicity**: 4
**Charge**: -3
**Highest occupied orbital energy (alpha / beta)**: -0.01 / 0.01 eV
**Expectation value of S²**: 3.78

---

- Number 4 is which compound?
  C34H50ClInN3O9S